This record from OMol25 describes 13 unconnected molecules or ions with the total composition C73H65N13O16. The level of theory is ωB97M-V/def2-TZVPD.

Geometry as XYZ:
```
167
Properties=species:S:1:pos:R:3:forces:R:3:lowdin_charge:R:1
O 8.217031 -6.171866 3.769429 -1.1 0.8 0.7 0.067
O 6.663212 -1.058694 6.502646 0.4 0.0 0.4 0.079
O -2.088567 3.957304 -1.355116 0.0 0.0 0.6 0.054
O -3.203573 -1.228907 -6.966326 0.4 1.2 -0.8 0.073
O -1.546872 5.554038 -2.642214 0.1 0.8 1.1 0.058
O -7.551050 -0.224362 0.219640 1.3 0.1 0.6 0.078
O -0.668662 1.835541 1.752752 0.6 1.5 2.5 0.042
O 1.286493 1.732658 2.623708 -0.7 1.0 0.6 0.038
O -2.224628 -1.982255 -5.270557 1.0 0.8 0.5 0.056
O 2.513449 -1.911675 -0.458482 -1.8 -0.3 -0.4 0.030
O 1.077397 6.972212 -2.646184 0.4 -1.1 0.8 0.063
O 1.614420 5.616583 -4.191823 -0.1 -0.6 -1.0 0.072
O 1.411241 -3.675678 -0.982366 -0.2 -1.1 0.0 0.073
O 7.923142 -2.168607 5.109093 -0.7 0.9 0.4 0.075
O 7.043684 -5.097496 5.297790 0.6 -0.9 -1.3 0.056
O -5.684564 -1.144591 -0.447149 -1.3 1.7 1.8 0.024
N 7.248724 -5.511445 4.151291 0.2 0.4 0.6 -0.331
N -4.223308 3.471666 1.317710 -0.5 -0.5 0.1 0.078
N 1.991170 -7.990506 -0.893745 0.3 0.3 -1.0 0.053
N -6.377503 -0.514239 0.405333 0.7 -1.9 -1.6 -0.297
N 1.507197 5.888650 -3.026727 0.7 1.0 0.4 -0.344
N 7.962585 -0.504234 -1.748377 -0.5 1.1 0.4 0.062
N -4.272724 2.157801 -3.092584 -1.2 1.0 -1.0 0.075
N 0.108541 2.099117 2.702231 0.8 -2.3 -1.5 -0.275
N 1.464982 -2.492965 -0.803630 0.7 1.5 -0.4 -0.304
N -2.368158 -1.088305 -6.095933 -1.1 -1.5 0.7 -0.344
N 6.950117 -1.484145 5.410773 -0.2 -0.8 -1.7 -0.338
N -4.125869 -5.753310 0.723647 0.2 0.2 -1.3 0.024
N -1.727290 5.109797 -1.511649 -0.3 -1.2 -0.8 -0.317
C -5.856880 0.580161 4.016314 0.0 -0.4 -1.0 -0.062
C 7.048577 -1.513323 -1.747612 1.7 2.4 -0.4 -0.158
C 2.404380 3.577227 -2.601533 -0.8 1.4 0.4 0.002
C -1.350368 3.363521 6.522415 1.0 -0.6 0.0 -0.045
C -6.918172 3.692716 0.746920 -0.9 0.7 -0.3 -0.087
C -1.444721 5.287075 0.965912 -0.1 0.2 0.3 0.010
C -0.159843 2.551237 -5.739621 -1.1 0.8 -1.4 -0.059
C 6.652930 -5.156586 1.769322 -1.6 0.6 1.3 0.000
C 2.100672 -6.468706 -2.794727 0.0 -0.3 0.7 -0.083
C -6.107148 2.951738 -0.075110 -0.2 -0.2 -0.5 -0.068
C -2.136296 -0.239261 -1.463719 0.8 -0.6 0.0 -0.056
C -1.168451 7.261730 -0.426624 -0.1 0.1 0.7 -0.013
C -6.399375 4.308150 1.839090 0.7 0.4 1.4 -0.086
C -1.486059 5.909075 -0.289550 0.7 0.3 1.0 -0.141
C 1.939171 -7.531441 -3.651493 0.3 -0.8 -0.7 -0.088
C 7.508034 0.792072 -1.588330 -0.4 -2.5 -0.3 -0.114
C 0.002440 2.976219 6.394209 -1.1 0.3 0.3 -0.058
C 6.247980 -5.120584 3.138863 -0.7 -0.1 -1.3 -0.134
C -4.767946 2.829118 0.248074 0.2 0.2 1.5 -0.127
C 1.877462 -9.010833 -1.746209 -0.2 1.0 -1.2 -0.144
C -0.881926 2.282279 -6.927331 0.4 -1.0 1.0 -0.044
C -0.966720 -2.348691 -1.571302 1.3 -0.5 0.9 0.002
C 3.954402 -4.445534 2.584826 2.0 -0.5 -1.1 -0.054
C 4.309122 -4.533761 1.205707 1.7 -0.2 1.3 -0.041
C -4.893682 3.143371 -5.256104 -0.1 -1.6 0.2 -0.072
C -1.654997 -7.084333 0.788320 -1.3 1.2 1.2 -0.053
C 2.559239 2.525669 -1.723920 0.3 -0.4 1.7 -0.092
C 0.211549 -1.719561 -1.094738 -1.1 0.5 -0.3 -0.108
C 1.784096 -8.831924 -3.163461 0.8 0.2 1.8 -0.049
C 5.238698 -1.257899 1.973990 -0.3 0.0 0.4 -0.073
C -3.871192 -6.616785 1.722821 2.4 0.9 -0.9 -0.158
C 1.900173 5.033514 -0.702666 -0.3 0.8 -0.2 -0.033
C 3.959627 -0.915332 2.365046 -1.3 0.0 0.8 -0.083
C 2.144887 4.020883 0.179040 1.2 -3.3 -0.8 -0.045
C 6.216180 -1.332989 2.936411 1.4 -0.5 1.1 -0.001
C -2.588845 -7.250070 1.889521 -1.0 0.5 -3.0 -0.040
C -1.928557 -6.107738 -0.206914 -2.0 0.2 0.3 -0.075
C 2.502564 2.698206 -0.326956 -0.9 2.8 0.0 -0.026
C -1.073765 6.021523 2.133179 -0.6 -1.7 -1.3 -0.077
C 5.235912 0.063631 -1.492398 0.4 0.0 0.2 -0.079
C -5.047908 4.172248 2.111123 0.0 -0.8 -0.8 -0.148
C 5.733949 -1.219369 -1.702280 -1.9 -0.7 -0.2 -0.120
C 5.686214 -4.815984 0.822436 -1.5 -0.1 1.0 -0.053
C -6.490594 0.234993 2.794394 0.5 0.3 0.6 0.024
C -5.765352 1.016148 -4.574269 -0.9 0.7 -1.8 -0.064
C -0.975981 0.394183 -0.965149 -0.6 -1.0 -0.9 -0.047
C -2.166457 3.307214 5.405904 -0.3 -0.1 -0.1 -0.077
C -5.710965 -0.244707 1.717069 -2.7 1.6 1.0 -0.146
C -4.308104 3.185824 -3.996416 1.0 -0.8 0.1 -0.128
C -1.705442 2.931565 4.140152 0.9 0.2 0.6 -0.014
C 5.936249 -1.241895 4.324169 -0.4 0.7 -1.5 -0.126
C -0.345053 2.606439 4.038046 -1.8 0.5 -0.8 -0.120
C -1.607907 0.160971 -5.964772 0.3 1.4 -0.1 -0.133
C -0.857134 7.980303 0.732452 0.6 -1.0 0.9 -0.034
C -5.585725 1.975864 -5.589854 0.3 1.1 1.2 -0.065
C -2.121183 -1.622230 -1.797586 0.6 1.3 0.3 -0.055
C -4.367621 -0.285176 1.839799 2.1 -1.3 -0.9 -0.038
C 4.644539 -0.928911 4.697442 -0.7 -1.4 -0.3 -0.010
C -0.358186 1.759279 -4.647155 0.2 -0.8 0.3 -0.063
C 0.203400 -0.348221 -0.897438 0.5 -0.1 0.6 -0.009
C 2.119250 -6.762667 -1.451579 -0.5 -0.3 1.4 -0.158
C -5.109133 1.133268 -3.363376 0.8 0.4 -0.6 -0.158
C -4.489780 0.448999 4.119819 1.3 -0.8 -1.0 -0.078
C -1.093192 0.578428 -4.737955 0.1 -0.7 0.0 0.015
C 0.481488 2.672879 5.158907 1.0 -0.9 -1.7 -0.027
C 3.616945 -0.828162 3.714375 1.7 0.6 0.8 -0.050
C -0.746693 7.318942 2.007820 -0.1 2.2 -1.8 -0.082
C 4.938407 -4.771868 3.550479 0.7 0.0 -0.9 0.003
C -1.524220 1.043917 -7.048924 0.1 0.4 -0.3 -0.008
C -3.211110 -5.489048 -0.273159 0.8 -1.9 3.4 -0.118
C -3.722568 -0.023979 3.026213 -1.0 1.1 1.4 -0.042
C 2.018021 4.848832 -2.078903 -0.4 -1.2 -0.1 -0.099
C 6.145035 1.105241 -1.425667 0.9 -0.6 0.6 -0.067
H 0.703044 2.786475 7.193925 -0.3 0.6 0.4 0.114
H -0.569283 9.021166 0.744661 -0.1 0.1 -0.5 0.101
H -4.731031 3.892430 -6.016918 0.0 0.3 0.3 0.101
H 2.668506 1.919806 0.403101 0.0 -0.3 -0.2 0.084
H -3.227513 3.469615 5.524967 -0.1 0.3 0.0 0.104
H 2.079450 4.170157 1.246673 0.0 0.1 0.0 0.100
H -2.382953 2.958461 3.299536 0.1 -0.3 -0.3 0.094
H 0.445272 3.442284 -5.660431 0.0 0.2 0.0 0.098
H -0.702037 -7.591862 0.762207 0.1 -0.1 0.2 0.082
H -1.180703 7.667001 -1.427620 0.1 0.3 0.1 0.112
H -6.518693 0.289778 -4.841211 0.3 -0.7 0.6 0.102
H 3.514027 -4.406497 0.485959 0.3 0.3 -0.3 0.063
H 2.516266 3.383827 -3.658166 -0.2 0.3 -0.1 0.114
H -0.420090 7.869235 2.877832 0.0 0.2 0.0 0.105
H -2.495388 -7.956276 2.701279 0.5 0.0 0.0 0.084
H 2.977292 -4.078366 2.862026 -0.1 -0.3 0.1 0.102
H 1.525889 2.416125 5.060398 0.0 -0.2 -0.2 0.119
H -7.556604 0.399120 2.738951 0.0 -0.3 -0.4 0.114
H -3.933690 0.662837 5.020617 -0.3 0.2 0.3 0.097
H -1.270405 -5.723113 -0.971957 0.7 -0.8 0.0 0.074
H -1.209106 -0.043433 -3.862591 -0.1 -0.1 0.0 0.090
H 7.238322 -1.480039 2.620197 0.1 -0.3 0.1 0.118
H 4.732668 -4.800866 4.610310 -0.1 0.2 0.0 0.112
H -0.922477 -3.424719 -1.652577 -0.2 -0.1 -0.4 0.097
H 2.234681 -5.454922 -3.142107 0.0 0.0 0.0 0.102
H -1.742082 3.644140 7.488957 -0.1 -0.1 0.0 0.108
H -7.969826 3.852210 0.559835 -0.1 -0.3 -0.3 0.113
H -6.992606 4.825492 2.578566 -0.3 0.1 -0.2 0.103
H -0.986743 1.443593 -0.710150 0.0 0.0 -0.1 0.088
H 0.118685 2.056446 -3.724829 -0.1 -0.2 0.3 0.094
H 3.176690 -0.757092 1.638160 0.0 -0.2 -0.2 0.084
H 1.785461 -9.744008 -3.741815 -0.2 0.3 -0.5 0.093
H 1.589890 5.960364 -0.243248 -0.1 0.4 -0.5 0.115
H -2.975145 -2.085791 -2.269030 -0.1 -0.1 0.2 0.110
H -3.416187 -4.739200 -1.022871 -0.4 0.0 0.0 0.087
H 2.624817 -0.599632 4.074737 -0.2 0.0 -0.3 0.094
H -4.142210 2.064846 -0.188689 0.3 0.4 -0.6 0.088
H -1.727301 4.249686 1.067761 0.0 -0.1 -0.2 0.075
H 8.243869 1.582497 -1.575522 0.2 -0.1 0.0 0.095
H 4.443385 -1.048302 5.751800 -0.4 0.6 0.1 0.111
H -1.915411 0.791453 -8.023412 -0.4 -0.2 0.1 0.115
H 5.407738 -1.557207 0.950156 0.4 0.5 -0.1 0.091
H -2.653441 -0.089799 3.164216 0.1 -0.1 -0.4 0.104
H 2.199608 -5.979022 -0.712759 0.1 0.2 -0.1 0.070
H -3.795389 -0.648842 0.999149 0.1 0.1 -0.2 0.111
H -6.366746 0.926819 4.903025 -0.6 0.0 -0.3 0.104
H 5.874781 2.089222 -1.071901 -0.2 0.2 -0.4 0.097
H -3.022738 0.345951 -1.659050 -0.1 0.1 0.1 0.071
H 2.096811 -7.295098 -4.693457 -0.5 -0.4 -0.3 0.103
H -4.646957 -6.661633 2.472867 0.0 -0.3 0.1 0.090
H -1.039049 5.596614 3.125475 -0.1 -0.5 -0.1 0.095
H -5.165694 0.324080 -2.650342 -0.1 0.0 0.3 0.084
H 5.118172 -2.091670 -1.864505 -0.8 0.2 0.3 0.098
H 7.343902 -2.546241 -1.858310 0.6 0.1 0.0 0.102
H -0.943965 2.993493 -7.737718 0.3 -0.1 -0.1 0.104
H 7.659652 -5.433762 1.493495 0.0 0.1 0.1 0.113
H -4.692791 4.526202 3.067679 0.6 0.3 -0.1 0.095
H 2.709647 1.517781 -2.081609 0.2 0.1 -0.4 0.088
H -3.683562 4.051209 -3.830703 0.2 0.0 0.7 0.086
H 6.009612 -4.817391 -0.208007 -0.4 0.0 -0.2 0.093
H 1.921760 -9.992812 -1.298822 -0.3 -0.2 -0.1 0.096
H 4.188131 0.232675 -1.292441 -0.1 -0.1 -0.2 0.072
H 1.160424 0.086380 -0.649187 -0.1 0.3 0.3 0.092
H -6.587308 2.495929 -0.928392 0.4 -0.4 -0.2 0.102
H -6.000284 1.973017 -6.587127 -0.3 -0.7 0.1 0.103
```
Positions in Å, forces in eV/Å.

Computed properties:
E_tot = -4735.54964 a.u.
Strongest force on any atom = 0.0780 hartree/bohr
Kohn-Sham gap = 7.853 eV
Charge = 0
Energy relative to the best compared isomer or geometry (same formula, charge and spin) = 0.0 kcal/mol